Entry 1:
Molecular formula: H12NO4
Method: DFT, ωB97M-V/def2-TZVPD

Output
Net charge ... +1
Frontier orbital gap ... 11.5 eV
E ... -362.65309 a.u.
E_LUMO ... -3.36 eV
F_max ... 4.06 eV/A
Energy relative to the best compared isomer or geometry (same formula, charge and spin) ... 40.62 kcal per mole

Each line ends with the Mulliken charge.
Atoms and positions in Å:
N -0.21 0.74 0.68  -0.35
H -0.03 0.00 -0.12  0.42
H -0.63 0.26 1.50  0.22
H 0.71 1.04 0.90  0.33
H -0.84 1.58 0.49  0.41
H -1.27 -0.42 -4.69  0.34
H -0.02 -0.45 -5.47  0.33
O -0.24 -0.46 -4.51  -0.68
H -1.43 -0.18 3.75  0.37
H -1.18 -1.27 2.61  0.35
O -1.88 -0.69 2.96  -0.71
H 2.60 1.49 1.79  0.33
H 1.79 1.42 3.14  0.35
O 2.06 1.00 2.32  -0.69
H 0.23 -0.99 -2.39  0.30
H 0.12 -2.01 -1.51  0.32
O 0.24 -1.05 -1.47  -0.65

=====

Entry 2:
Molecular formula: H12NO4
Method: DFT, ωB97M-V/def2-TZVPD

Output
Net charge ... +1
Frontier orbital gap ... 12.1 eV
E ... -362.69912 a.u.
E_LUMO ... -3.05 eV
F_max ... 2.20 eV/A
Energy relative to the best compared isomer or geometry (same formula, charge and spin) ... 11.74 kcal per mole

Each line ends with the Mulliken charge.
Atoms and positions in Å:
N 0.18 -0.80 0.10  -0.28
H 0.00 0.14 -0.28  0.31
H -0.49 -1.49 -0.21  0.35
H 0.37 -0.76 1.12  0.29
H 1.09 -1.04 -0.31  0.42
H -2.55 -3.10 -0.05  0.32
H -1.23 -3.84 0.06  0.32
O -1.59 -2.96 -0.11  -0.67
H -0.28 2.81 0.29  0.34
H 0.34 2.16 -0.89  0.40
O 0.18 1.98 0.06  -0.70
H 0.40 0.42 3.42  0.33
H 1.35 -0.78 3.14  0.34
O 0.50 -0.39 2.91  -0.71
H 0.59 1.77 -3.19  0.30
H 0.58 3.28 -3.36  0.32
O 0.55 2.59 -2.69  -0.66

=====

Entry 3:
Molecular formula: H12O5S
Method: DFT, ωB97M-V/def2-TZVPD

Output
Structure (SMILES) ... O.O.O.O.O.S
Net charge ... 0
Frontier orbital gap ... 10.5 eV
E ... -781.56326 a.u.
E_LUMO ... 0.38 eV
F_max ... 1.06 eV/A
Energy relative to the best compared isomer or geometry (same formula, charge and spin) ... 14.37 kcal per mole

Each line ends with the Mulliken charge.
Atoms and positions in Å:
O -0.07 -0.41 0.92  -0.58
H 0.43 -0.64 0.13  0.20
H 0.62 -0.27 1.58  0.31
O 2.48 -2.42 1.21  -0.60
H 2.98 -1.83 0.64  0.32
H 3.09 -3.05 1.60  0.29
O -2.66 0.25 -0.20  -0.62
H -1.76 0.07 0.16  0.35
H -2.72 -0.48 -0.83  0.28
O 0.94 2.35 0.24  -0.64
H 0.87 3.19 0.70  0.29
H 0.21 1.84 0.62  0.43
O -1.44 2.06 2.05  -0.61
H -1.90 1.29 1.69  0.29
H -2.14 2.49 2.56  0.29
S 0.43 -0.91 -2.39  -0.29
H -0.73 -1.51 -2.70  0.13
H 1.02 -1.33 -3.51  0.16